(1)
C51H59F4N3O7PS | ωB97M-V/def2-TZVPD

Summary:
E_LUMO: -3.91 eV
largest force on an atom: 1.65 eV/A
net charge: +1

Atoms and positions in Å:
1 C 1.8681 -3.1511 -0.2957
2 C 2.2654 -1.6834 -0.5144
3 N 3.1244 -1.4443 -1.6758
4 C 2.7110 -0.5419 -2.7069
5 C 3.2406 -1.0583 -4.1267
6 C 3.8260 -2.4719 -4.1517
7 C 5.2762 -2.5294 -3.7538
8 O 6.1457 -2.0737 -4.4444
9 O 5.5294 -3.1586 -2.5846
10 C 1.2520 -0.5778 -2.9627
11 C 0.4517 -1.8180 -2.9939
12 C 0.0403 -2.2711 -4.4395
13 C -1.3669 -2.9276 -4.4659
14 C -2.2585 -2.3113 -5.5698
15 C -1.1953 -4.4291 -4.7467
16 N 0.7506 0.6071 -3.2003
17 P -0.9851 0.8574 -3.4539
18 S -2.0096 0.6344 -1.8401
19 C 1.8358 1.6366 -3.2474
20 C 1.4066 3.0900 -2.9896
21 F 2.5041 3.8513 -2.8504
22 F 0.7737 3.5085 -4.1220
23 C 0.4492 3.3400 -1.7663
24 F 1.0221 4.2041 -0.9217
25 F -0.7041 3.8684 -2.2100
26 C 3.0459 1.0035 -2.5367
27 C 4.4432 1.4852 -3.0199
28 C 4.5673 2.3784 -4.2850
29 C 5.1458 1.7341 -5.5486
30 C 6.5644 1.1685 -5.3768
31 O 7.4851 1.7593 -6.2714
32 C 7.3572 1.3229 -7.6103
33 C 2.9261 1.4163 -1.0402
34 N 3.9570 0.8736 -0.1580
35 C 3.5346 0.9967 1.2500
36 H 2.5253 -3.5889 0.4518
37 H 1.9380 -3.7486 -1.2010
38 H 0.8630 -3.2044 0.1193
39 H 2.8345 -1.4091 0.3699
40 H 1.3882 -1.0309 -0.4915
41 H 4.0650 -1.2227 -1.3915
42 H 2.4201 -1.0663 -4.8482
43 H 3.9716 -0.3716 -4.5365
44 H 3.2306 -3.2101 -3.6229
45 H 3.8267 -2.7638 -5.2044
46 H 6.1899 -2.6636 -2.0819
47 H -0.4153 -1.7119 -2.3409
48 H 1.0644 -2.6097 -2.5824
49 H 0.0773 -1.4193 -5.1147
50 H 0.7743 -3.0137 -4.7416
51 H -1.8324 -2.8247 -3.4874
52 H -2.6615 -3.0855 -6.2181
53 H -1.6914 -1.6371 -6.2108
54 H -3.1092 -1.7772 -5.1484
55 H -0.7493 -4.9594 -3.9065
56 H -0.5605 -4.5509 -5.6258
57 H -2.1512 -4.8862 -4.9935
58 H -1.0493 2.1358 -4.0032
59 H -1.3089 -0.0366 -4.4728
60 H 2.0927 1.6766 -4.3116
61 H 0.2252 2.4154 -1.2336
62 H 5.0504 0.5943 -3.1972
63 H 4.9385 2.0008 -2.2035
64 H 3.6359 2.8616 -4.5601
65 H 5.2509 3.1913 -4.0403
66 H 4.4557 1.0169 -5.9989
67 H 5.2285 2.5394 -6.2808
68 H 6.9416 1.3421 -4.3699
69 H 6.5607 0.0933 -5.5568
70 H 6.5797 0.5648 -7.7257
71 H 7.0867 2.1641 -8.2512
72 H 8.3042 0.9162 -7.9609
73 H 2.9177 2.5079 -0.9712
74 H 1.9661 1.0750 -0.6395
75 H 4.7928 1.4413 -0.2287
76 H 4.3314 0.6673 1.9097
77 H 2.6734 0.3571 1.4358
78 H 3.2372 2.0220 1.4910
79 C 3.3552 -4.5182 5.5318
80 C 2.8867 -4.6121 6.8376
81 C 1.7276 -3.9527 7.2102
82 C 1.0358 -3.1883 6.2805
83 C 1.5153 -3.0785 4.9732
84 C 2.6721 -3.7533 4.6024
85 C 0.8131 -2.2341 3.9688
86 O 1.2267 -2.1429 2.8272
87 C -0.4060 -1.4988 4.4014
88 C -1.0529 -0.6656 3.4967
89 C -2.1950 0.0175 3.8773
90 C -2.7037 -0.1329 5.1630
91 C -2.0614 -0.9590 6.0700
92 C -0.9091 -1.6382 5.6967
93 C -0.2201 -2.5007 6.7000
94 O -0.6631 -2.6366 7.8183
95 H 4.2568 -5.0411 5.2420
96 H 3.4270 -5.2028 7.5649
97 H 1.3515 -4.0234 8.2211
98 H 3.0303 -3.6712 3.5858
99 H -0.6533 -0.5579 2.4977
100 H -2.6954 0.6693 3.1734
101 H -3.6003 0.3998 5.4554
102 H -2.4452 -1.0811 7.0731
103 C -9.1388 -0.3567 6.4683
104 C -10.4075 0.1652 6.2411
105 C -10.5530 1.4502 5.7473
106 C -9.4294 2.2236 5.4869
107 C -8.1553 1.7064 5.7316
108 C -8.0156 0.4113 6.2148
109 C -6.9352 2.5284 5.4977
110 O -5.8262 2.0763 5.7006
111 C -7.1169 3.9257 5.0127
112 C -5.9986 4.7316 4.8385
113 C -6.1465 6.0287 4.3787
114 C -7.4116 6.5251 4.0831
115 C -8.5298 5.7281 4.2584
116 C -8.3881 4.4299 4.7304
117 C -9.6095 3.5994 4.9406
118 O -10.7109 4.0304 4.6792
119 H -9.0282 -1.3635 6.8484
120 H -11.2840 -0.4334 6.4497
121 H -11.5342 1.8643 5.5626
122 H -7.0253 0.0167 6.3933
123 H -5.0197 4.3356 5.0697
124 H -5.2754 6.6571 4.2496
125 H -7.5242 7.5376 3.7195
126 H -9.5184 6.1048 4.0367


(2)
C51H60N8O4P3PbS2 | ωB97M-V/def2-TZVPD

Summary:
energy above the lowest of the compared OMol25 structures with the same formula, charge and spin: 249.2 kJ/mol
E_LUMO: 2.05 eV
largest force on an atom: 0.50 eV/A
net charge: -1

Atoms and positions in Å:
1 Pb -0.5865 1.2846 -1.2701
2 C 1.1597 4.4243 -1.1514
3 P 0.7964 3.3227 0.2687
4 C 2.4489 2.8896 0.8857
5 C 3.3833 3.8672 1.2260
6 C 4.6585 3.5094 1.6277
7 C 5.0143 2.1671 1.6824
8 C 4.0897 1.1906 1.3491
9 C 2.8046 1.5472 0.9580
10 C 0.0415 4.3574 1.5525
11 C 0.4345 4.2968 2.8861
12 C -0.2661 4.9987 3.8564
13 C -1.3668 5.7647 3.5068
14 C -1.7715 5.8225 2.1797
15 C -1.0775 5.1189 1.2099
16 C 1.8219 3.5802 -2.1997
17 C 2.8845 3.9101 -3.0138
18 C 3.1163 2.7774 -3.8287
19 C 2.1899 1.8260 -3.4495
20 C 2.1425 0.4106 -3.9574
21 P 0.4959 -0.4024 -3.7017
22 C 1.0549 -2.0421 -3.0417
23 C 0.7439 -3.4564 -1.2478
24 C 1.8257 -4.4828 -1.2755
25 C 2.7948 -4.5646 -2.1950
26 C 2.9820 -3.6964 -3.3581
27 C 2.2553 -2.6343 -3.7350
28 C -0.0996 -0.7223 -5.4002
29 C 0.0784 -1.8949 -6.1325
30 C -0.4504 -2.0196 -7.4090
31 C -1.1562 -0.9684 -7.9771
32 C -1.3438 0.2019 -7.2562
33 C -0.8318 0.3191 -5.9729
34 N 1.3920 2.3047 -2.4477
35 H 0.2040 4.8306 -1.4976
36 H 1.8027 5.2577 -0.8594
37 H 3.1098 4.9146 1.1735
38 H 5.3791 4.2751 1.8868
39 H 6.0165 1.8861 1.9824
40 H 4.3654 0.1446 1.3834
41 H 2.0778 0.7753 0.7333
42 H 1.2875 3.6921 3.1693
43 H 0.0451 4.9362 4.8918
44 H -1.9186 6.3026 4.2668
45 H -2.6417 6.4027 1.9001
46 H -1.4238 5.1422 0.1828
47 H 3.4137 4.8511 -3.0269
48 H 3.8741 2.6611 -4.5895
49 H 2.3993 0.3898 -5.0203
50 H 2.8987 -0.1976 -3.4438
51 H 0.0536 -3.6243 -0.4200
52 H 1.8336 -5.1972 -0.4594
53 H 3.5294 -5.3530 -2.0783
54 H 3.8280 -3.9477 -3.9883
55 H 2.5840 -2.1220 -4.6332
56 H 0.6289 -2.7258 -5.7098
57 H -0.3076 -2.9398 -7.9619
58 H -1.5658 -1.0652 -8.9742
59 H -1.9046 1.0222 -7.6849
60 H -1.0140 1.2220 -5.3987
61 N -1.6428 -1.5530 -1.8495
62 N -1.3557 -2.7712 -2.4942
63 C 0.0362 -3.1820 -2.6144
64 N -0.0772 -4.3623 -3.4292
65 S 1.4664 -1.7632 -1.2596
66 H -1.7201 -1.6400 -0.8421
67 H -2.5051 -1.1848 -2.2297
68 H -1.8475 -3.5509 -2.0639
69 H -0.6201 -4.1359 -4.2543
70 H 0.8213 -4.7363 -3.6981
71 O -2.9939 1.6306 3.0779
72 C -2.5208 1.3455 2.0064
73 N -2.0706 1.0469 0.9523
74 O 0.7186 -0.8788 1.6739
75 P 0.5472 -1.9984 2.6111
76 N 1.8406 -3.0277 2.5637
77 C 1.9588 -4.2329 3.3827
78 C 3.4676 -4.4505 3.4979
79 C 3.9933 -3.8688 2.1886
80 C 3.1331 -2.6233 1.9998
81 N 0.4253 -1.5544 4.2131
82 C -0.7089 -0.6582 4.5437
83 C -0.0878 0.4728 5.3595
84 C 1.1305 -0.1879 5.9960
85 C 1.6521 -1.0559 4.8583
86 N -0.8259 -2.8802 2.3058
87 C -1.4021 -3.8108 3.2871
88 C -2.9296 -3.6409 3.1688
89 C -3.1158 -2.3235 2.4157
90 C -1.9040 -2.2954 1.4962
91 H 1.4786 -5.0873 2.8905
92 H 1.4780 -4.1000 4.3556
93 H 3.7279 -5.4984 3.6481
94 H 3.8625 -3.8788 4.3412
95 H 3.8188 -4.5665 1.3661
96 H 5.0577 -3.6362 2.2155
97 H 3.0300 -2.3335 0.9539
98 H 3.5557 -1.7705 2.5437
99 H -1.4590 -1.2080 5.1218
100 H -1.1867 -0.2687 3.6446
101 H -0.7886 0.8926 6.0796
102 H 0.2225 1.2757 4.6876
103 H 0.8250 -0.8184 6.8357
104 H 1.8768 0.5214 6.3535
105 H 2.2770 -1.8858 5.1965
106 H 2.2434 -0.4403 4.1673
107 H -1.0420 -3.5623 4.2880
108 H -1.1052 -4.8410 3.0699
109 H -3.4122 -3.6469 4.1461
110 H -3.3526 -4.4642 2.5889
111 H -3.0871 -1.4677 3.0911
112 H -4.0543 -2.2794 1.8637
113 H -1.6382 -1.2920 1.1629
114 H -2.0919 -2.9396 0.6230
115 O -7.9705 3.2458 0.5042
116 C -7.7298 3.1862 -0.8302
117 O -8.6636 3.1837 -1.5895
118 C -6.3065 3.1328 -1.2581
119 C -5.2282 3.0644 -0.3763
120 C -3.9282 3.0228 -0.8408
121 C -3.6559 3.0278 -2.2120
122 S -2.0182 2.9976 -2.8467
123 C -4.7427 3.0933 -3.0946
124 C -6.0398 3.1482 -2.6274
125 H -7.1350 3.2513 0.9846
126 H -5.3561 3.0269 0.7017
127 H -3.1162 2.9505 -0.1316
128 H -4.5493 3.0983 -4.1595
129 H -6.8735 3.1976 -3.3148


(3)
C51H61N3O6 | ωB97M-V/def2-TZVPD

Summary:
energy above the lowest of the compared OMol25 structures with the same formula, charge and spin: 156.2 kJ/mol
E_LUMO: -1.30 eV
largest force on an atom: 2.63 eV/A
net charge: 0

Atoms and positions in Å:
1 C -3.9613 0.0537 -2.4659
2 C -2.8406 -0.6692 -3.1943
3 C -2.8190 -2.1336 -2.7537
4 C -3.1541 -0.6578 -4.6998
5 C -1.4477 -0.0597 -2.9203
6 C -0.3606 -0.6309 -3.5910
7 C 0.9304 -0.1486 -3.3853
8 C 1.1146 1.0446 -2.6768
9 C 0.0180 1.7633 -2.1895
10 C 0.0725 3.3072 -1.9877
11 C 0.0872 3.7419 -0.5271
12 C -1.1030 3.9730 -2.7131
13 C 1.3789 3.8447 -2.5769
14 C -1.1495 0.9744 -1.9844
15 N -1.7147 0.9822 -0.6717
16 C -1.3127 0.0954 0.3027
17 C -0.3472 -0.8971 0.1007
18 C -0.6045 -2.2042 0.6410
19 C -1.9686 -2.6327 0.7112
20 C -2.3391 -3.6739 1.5298
21 C -1.3416 -4.1972 2.3852
22 N -1.8384 -4.5957 3.6600
23 O -1.0439 -4.9558 4.5550
24 O -3.0849 -4.5242 3.8390
25 C 0.0429 -4.0036 2.1415
26 C 0.4095 -3.0238 1.2322
27 N -1.9779 0.4394 1.4627
28 C -1.8895 -0.2272 2.7489
29 C -0.6183 -0.3610 3.3896
30 C 0.5602 0.6501 3.2496
31 C 1.6827 0.3114 4.2401
32 C 0.0374 2.0515 3.5912
33 C 1.2417 0.6435 1.8950
34 C -0.4851 -1.3420 4.3773
35 C -1.6038 -1.7374 5.1015
36 C -2.8483 -1.2540 4.7124
37 C -3.0437 -0.6920 3.4376
38 C -4.5530 -0.6907 3.0361
39 C -5.2263 -1.9681 3.6209
40 C -4.8597 -0.7274 1.5500
41 C -5.2343 0.5211 3.6878
42 C -2.6770 1.6251 1.2092
43 C -2.5223 1.9464 -0.0853
44 H -3.9776 1.1246 -2.6909
45 H -4.9220 -0.3745 -2.7760
46 H -3.8898 -0.0851 -1.3845
47 H -2.1863 -2.7398 -3.4137
48 H -2.4267 -2.2094 -1.7345
49 H -3.8374 -2.5451 -2.7686
50 H -2.4393 -1.2571 -5.2726
51 H -4.1536 -1.0847 -4.8642
52 H -3.1559 0.3591 -5.1084
53 H -0.4935 -1.5136 -4.2261
54 H 1.7983 -0.6672 -3.8001
55 H 2.1264 1.4259 -2.4910
56 H 0.8784 3.2177 0.0136
57 H 0.3108 4.8162 -0.4792
58 H -0.8557 3.5753 -0.0073
59 H -1.1235 3.6378 -3.7593
60 H -2.0623 3.7208 -2.2435
61 H -0.9749 5.0650 -2.6938
62 H 1.5441 3.4771 -3.5958
63 H 1.3467 4.9388 -2.6159
64 H 2.2195 3.5644 -1.9286
65 H 0.4952 -0.7072 -0.5334
66 H -2.7096 -2.0885 0.1247
67 H -3.3629 -4.0435 1.5971
68 H 0.7540 -4.6206 2.6966
69 H 1.4553 -2.7695 1.0080
70 H 2.0923 -0.6830 4.0201
71 H 2.5127 1.0257 4.1356
72 H 1.3310 0.3535 5.2787
73 H -0.8005 2.3506 2.9530
74 H -0.3080 2.0634 4.6334
75 H 0.8318 2.8036 3.4954
76 H 0.6061 1.0102 1.0810
77 H 2.0943 1.3354 1.9148
78 H 1.6143 -0.3609 1.6327
79 H 0.4919 -1.7375 4.6833
80 H -1.4977 -2.3609 5.9891
81 H -3.6941 -1.4274 5.3864
82 H -5.5538 -1.8026 4.6547
83 H -6.1206 -2.2419 3.0428
84 H -4.5575 -2.8407 3.6000
85 H -4.5525 0.1799 1.0306
86 H -4.4179 -1.6096 1.0709
87 H -5.9512 -0.8081 1.4252
88 H -4.7649 1.4621 3.3723
89 H -6.2981 0.5466 3.4098
90 H -5.1665 0.4457 4.7811
91 H -3.2751 2.1112 1.9643
92 H -2.9044 2.7861 -0.6595
93 C 5.3752 2.3638 -3.2061
94 C 5.6099 2.6381 -1.7319
95 C 6.5435 3.8257 -1.4862
96 O 4.3931 2.9820 -1.0002
97 C 3.5872 1.9741 -0.5661
98 O 2.6068 2.2699 0.0941
99 C 3.9539 0.6159 -0.9075
100 C 3.1090 -0.4730 -1.0264
101 C 3.6453 -1.6005 -1.7650
102 C 4.6485 -1.3728 -2.7455
103 C 5.4288 -2.4181 -3.2215
104 C 5.1486 -3.7365 -2.8443
105 C 4.0352 -3.9818 -2.0354
106 C 3.2765 -2.9374 -1.5116
107 C 5.4096 0.4791 -0.6257
108 O 5.8871 -0.3701 0.0924
109 O 6.2224 1.4927 -1.1027
110 H 4.6134 1.5891 -3.3740
111 H 5.0486 3.2890 -3.7095
112 H 6.3415 2.0307 -3.6268
113 H 6.6490 3.9584 -0.4019
114 H 7.5224 3.6319 -1.9431
115 H 6.0762 4.7270 -1.9000
116 H 2.1574 -0.5156 -0.5131
117 H 4.8037 -0.3660 -3.1312
118 H 6.2609 -2.1929 -3.8865
119 H 5.7769 -4.5589 -3.2009
120 H 3.7686 -5.0081 -1.8061
121 H 2.4264 -3.1154 -0.8503


The highest E_LUMO belongs to which entry? C51H60N8O4P3PbS2


What is the net charge in the first record? +1


Among the records above, which one has the lowest largest force on an atom? C51H60N8O4P3PbS2